{
  "formula": "C4H10NO2S",
  "method": "ωB97M-V with the def2-TZVPD basis set",
  "elements": ["O", "C", "N", "C", "C", "S", "C", "H", "H", "H", "H", "H", "H", "H", "H", "H", "H", "O"],
  "positions_angstrom": [[1.3728, 1.3651, -1.6304], [0.5656, 0.5572, -1.1472], [0.6061, 0.2102, 0.1349], [-0.1736, -0.8734, 0.8435], [-1.6808, -0.6930, 0.9616], [-2.3334, -1.7393, 2.2966], [-0.5196, -0.0015, -2.0093], [1.2408, 0.7221, 0.7353], [0.1380, -1.8023, 0.3687], [0.2207, -0.8456, 1.8486], [-1.8428, 0.3708, 1.1905], [-2.1761, -0.9136, 0.0186], [-0.5230, -1.0854, -2.0641], [-0.4469, 0.4216, -3.0124], [-1.5172, 0.2108, -1.6275], [4.3974, 2.0752, -1.8364], [2.9123, 2.2150, -1.4660], [3.7991, 2.6065, -1.3073]],
  "e_above_lowest_ev": 0.668,
  "homo_lumo_gap_ev": 6.1,
  "lumo_ev": 3.3,
  "e_homo_ev": -2.83,
  "energy_ev": -20732.26926,
  "charge": -1
}

{
  "formula": "C72H172Cl2N9O5",
  "method": "ωB97M-V with the def2-TZVPD basis set",
  "elements": ["C", "C", "N", "C", "C", "C", "C", "C", "O", "C", "H", "H", "H", "H", "H", "H", "H", "H", "H", "H", "H", "H", "H", "H", "H", "H", "H", "H", "H", "H", "C", "C", "N", "C", "C", "C", "C", "C", "O", "C", "H", "H", "H", "H", "H", "H", "H", "H", "H", "H", "H", "H", "H", "H", "H", "H", "H", "H", "H", "H", "C", "C", "N", "C", "C", "C", "C", "C", "O", "C", "H", "H", "H", "H", "H", "H", "H", "H", "H", "H", "H", "H", "H", "H", "H", "H", "H", "H", "H", "H", "C", "C", "N", "C", "C", "C", "C", "C", "O", "C", "H", "H", "H", "H", "H", "H", "H", "H", "H", "H", "H", "H", "H", "H", "H", "H", "H", "H", "H", "H", "C", "C", "N", "C", "C", "C", "C", "C", "O", "C", "H", "H", "H", "H", "H", "H", "H", "H", "H", "H", "H", "H", "H", "H", "H", "H", "H", "H", "H", "H", "C", "C", "C", "N", "C", "C", "C", "C", "C", "H", "H", "H", "H", "H", "H", "H", "H", "H", "H", "H", "H", "H", "H", "H", "H", "H", "H", "C", "C", "C", "N", "C", "C", "C", "C", "C", "H", "H", "H", "H", "H", "H", "H", "H", "H", "H", "H", "H", "H", "H", "H", "H", "H", "H", "C", "C", "C", "N", "C", "C", "C", "C", "C", "H", "H", "H", "H", "H", "H", "H", "H", "H", "H", "H", "H", "H", "H", "H", "H", "H", "H", "C", "C", "C", "N", "C", "C", "C", "C", "C", "H", "H", "H", "H", "H", "H", "H", "H", "H", "H", "H", "H", "H", "H", "H", "H", "H", "H", "Cl", "Cl"],
  "positions_angstrom": [[14.3679, 3.6336, -23.4626], [13.6782, 2.9101, -22.2776], [13.4909, 3.8414, -21.0563], [12.5391, 3.3355, -20.0295], [14.8778, 4.0736, -20.2898], [15.4239, 2.7042, -19.7222], [13.0688, 5.3072, -21.2901], [11.6294, 5.5381, -21.7678], [11.2727, 4.5883, -22.7962], [9.8922, 4.5521, -23.1813], [13.7491, 4.4052, -23.9192], [14.8016, 2.8168, -24.0391], [15.2363, 4.1878, -23.1049], [14.0604, 1.9454, -21.9453], [12.6656, 2.7681, -22.6550], [12.6251, 3.9042, -19.1033], [12.7598, 2.3053, -19.7513], [11.4931, 3.3951, -20.3295], [14.8852, 4.8046, -19.4812], [15.6456, 4.4069, -20.9876], [16.1966, 2.2697, -20.3575], [14.8121, 1.8056, -19.6421], [15.9986, 2.8640, -18.8099], [13.8343, 5.7179, -21.9481], [13.2090, 5.8441, -20.3517], [11.6708, 6.5819, -22.0845], [10.9269, 5.8048, -20.9772], [9.2974, 4.0099, -22.4455], [9.7168, 4.0989, -24.1567], [9.4955, 5.5631, -23.2816], [6.5580, 10.0482, -14.9103], [7.3210, 11.3790, -15.0291], [6.5257, 12.6632, -14.6492], [6.5221, 12.7372, -13.1506], [7.1873, 13.9375, -15.2056], [8.7203, 14.0709, -14.8788], [5.0330, 12.5601, -15.2202], [4.2705, 13.8638, -15.3495], [4.3891, 14.6686, -14.1492], [3.6423, 15.8714, -14.2691], [7.3171, 9.2975, -14.6884], [6.1227, 9.7309, -15.8577], [5.8551, 9.8973, -14.0910], [7.4445, 11.5133, -16.1042], [8.3315, 11.3283, -14.6249], [5.8055, 12.0015, -12.7858], [6.1324, 13.7455, -13.0132], [7.5084, 12.4644, -12.7770], [6.6498, 14.8177, -14.8549], [7.0713, 13.6103, -16.2389], [9.0710, 13.5692, -13.9769], [9.1375, 15.0749, -14.9523], [9.2954, 13.5487, -15.6446], [4.4264, 11.9071, -14.5931], [5.1575, 12.0739, -16.1878], [3.2599, 13.5169, -15.5687], [4.5753, 14.4850, -16.1922], [3.7774, 16.3592, -13.3043], [2.6411, 15.5218, -14.5221], [3.8878, 16.5726, -15.0673], [10.7967, 9.5399, -17.4623], [10.6411, 8.2188, -18.1387], [10.2811, 6.9190, -17.2334], [8.9677, 7.1358, -16.4923], [10.1683, 5.6775, -18.1418], [8.9653, 5.6679, -19.1992], [11.4523, 6.7982, -16.2185], [11.5337, 5.3874, -15.5203], [12.0620, 4.3683, -16.3460], [12.4852, 3.1013, -15.7310], [11.4466, 10.0698, -18.1589], [11.3561, 9.5389, -16.5267], [9.8676, 10.0547, -17.2175], [11.6035, 7.9378, -18.5672], [9.8640, 8.3162, -18.8964], [8.9390, 6.5477, -15.5749], [8.0583, 7.0433, -17.0844], [9.0093, 8.1079, -15.9998], [9.9463, 4.7595, -17.5982], [11.0307, 5.6164, -18.8052], [8.0148, 5.6970, -18.6672], [9.0392, 4.6996, -19.6937], [9.1704, 6.4933, -19.8808], [11.3028, 7.6480, -15.5529], [12.4199, 6.9665, -16.6911], [10.6055, 5.0412, -15.0640], [12.2638, 5.5136, -14.7194], [12.9728, 2.4834, -16.4846], [11.6699, 2.5650, -15.2451], [13.2557, 3.1658, -14.9616], [11.0233, 1.5604, -12.3330], [9.7607, 1.6872, -13.3240], [8.4891, 0.9516, -12.7689], [7.4210, 0.9949, -13.8384], [8.8411, -0.5653, -12.6072], [7.6886, -1.4550, -11.9248], [7.9046, 1.4981, -11.4674], [7.8303, 3.0514, -11.4569], [9.0947, 3.5996, -11.2335], [9.2191, 4.9459, -11.6091], [11.6995, 2.4150, -12.3418], [11.5243, 0.6967, -12.7700], [10.7809, 1.3754, -11.2869], [9.9459, 1.1394, -14.2478], [9.3923, 2.6577, -13.6557], [6.4833, 0.4705, -13.6545], [7.8717, 0.4591, -14.6734], [7.0880, 1.9983, -14.1018], [9.7246, -0.5521, -11.9689], [9.2555, -0.8413, -13.5766], [7.3393, -1.3034, -10.9032], [7.9249, -2.5146, -12.0192], [6.7183, -1.2669, -12.3853], [8.5584, 1.2324, -10.6371], [6.8732, 1.1690, -11.3436], [7.2106, 3.4464, -10.6512], [7.4479, 3.3667, -12.4286], [8.6134, 5.5594, -10.9407], [9.0397, 5.0709, -12.6772], [10.1946, 5.3080, -11.2839], [12.9734, 14.8711, -14.5023], [14.1602, 13.8227, -14.5300], [14.2465, 12.8548, -15.7647], [14.0504, 13.6900, -17.0370], [15.5799, 12.0129, -15.8767], [16.8554, 12.8609, -15.6877], [12.8827, 11.9937, -15.6676], [12.7687, 10.8683, -14.6848], [13.6061, 9.8619, -15.0892], [13.7725, 8.6399, -14.3829], [12.0333, 14.4464, -14.1513], [12.7349, 15.4187, -15.4144], [13.3360, 15.7347, -13.9446], [14.0690, 13.1000, -13.7197], [15.0678, 14.4249, -14.5041], [13.9986, 13.0133, -17.8890], [14.8421, 14.4342, -16.9543], [13.1142, 14.2194, -16.8641], [15.4981, 11.4699, -16.8186], [15.4471, 11.1459, -15.2297], [17.5671, 12.2984, -16.2916], [17.1189, 12.9642, -14.6354], [16.7925, 13.8881, -16.0469], [12.5962, 11.8090, -16.7027], [12.1176, 12.6816, -15.3070], [11.7490, 10.4846, -14.6303], [13.0922, 11.2235, -13.7053], [12.9256, 8.2932, -13.7893], [14.6033, 8.8595, -13.7118], [14.0157, 7.8132, -15.0503], [15.8510, 4.7657, -15.5847], [16.8150, 3.6220, -15.7964], [17.3472, 2.9931, -14.4877], [17.9747, 1.6042, -14.6572], [18.6069, 1.2752, -16.0429], [16.8630, 0.4601, -14.3576], [17.4942, -0.7911, -13.7618], [18.9180, -0.3063, -13.2730], [18.8742, 1.2444, -13.4106], [16.2664, 5.6096, -15.0332], [15.0125, 4.4584, -14.9593], [15.5653, 5.1327, -16.5702], [17.7117, 3.9615, -16.3151], [16.2969, 2.8846, -16.4098], [16.4895, 2.7283, -13.8696], [18.0232, 3.6840, -13.9844], [17.7046, 1.2002, -16.6490], [19.0804, 0.2941, -16.0215], [19.2994, 2.0444, -16.3833], [16.3136, 0.2644, -15.2788], [16.0258, 0.8506, -13.7789], [17.5732, -1.5406, -14.5489], [16.9833, -1.2630, -12.9230], [19.6932, -0.8570, -13.8051], [19.0003, -0.6161, -12.2314], [19.8908, 1.6262, -13.5018], [18.2705, 1.6577, -12.6030], [5.3808, 7.0728, -10.6720], [4.5884, 7.3888, -11.9781], [4.4154, 6.1737, -12.9870], [3.4114, 6.4406, -14.1905], [2.0928, 6.9429, -13.5964], [3.3916, 5.2173, -15.1704], [4.5557, 5.3570, -16.0923], [4.8965, 6.8645, -16.1234], [3.9066, 7.4964, -15.1615], [5.6845, 7.9392, -10.0845], [6.2301, 6.3989, -10.7840], [4.7054, 6.6288, -9.9402], [4.9147, 8.3348, -12.4104], [3.5584, 7.5505, -11.6606], [4.0825, 5.2811, -12.4569], [5.3225, 5.7446, -13.4138], [1.4852, 7.0180, -14.4982], [2.3198, 7.8622, -13.0586], [1.5402, 6.2208, -12.9955], [2.4388, 5.1636, -15.6973], [3.3702, 4.3307, -14.5367], [4.2389, 4.9813, -17.0650], [5.3755, 4.7441, -15.7165], [4.8573, 7.2707, -17.1339], [5.9192, 7.0000, -15.7707], [3.0066, 7.8115, -15.6909], [4.1399, 8.5041, -14.8169], [13.9945, 4.9428, -11.2963], [13.1873, 5.1989, -9.9965], [13.2507, 4.1418, -8.8969], [13.1058, 4.7246, -7.4954], [14.3018, 5.6702, -7.2657], [13.2161, 3.5067, -6.5285], [12.5050, 4.0016, -5.3111], [11.3590, 4.9065, -5.7320], [11.6807, 5.2761, -7.2015], [14.1740, 5.8874, -11.8121], [13.5139, 4.5411, -12.1889], [15.0143, 4.6107, -11.1018], [12.1778, 5.3121, -10.3911], [13.6580, 6.0402, -9.4885], [14.0947, 3.4785, -9.0850], [12.3488, 3.5847, -9.1518], [14.3880, 5.7607, -6.1831], [14.0555, 6.6387, -7.6996], [15.2313, 5.2702, -7.6696], [14.2462, 3.2403, -6.2941], [12.5680, 2.7490, -6.9686], [13.2118, 4.5213, -4.6631], [12.1299, 3.3183, -4.5491], [11.3824, 5.7480, -5.0403], [10.4833, 4.2766, -5.5777], [11.7546, 6.3560, -7.3279], [10.8744, 4.8853, -7.8217], [6.5522, 3.1208, -20.0273], [5.9726, 4.5107, -20.2850], [6.4579, 5.1184, -21.6108], [5.6938, 6.3151, -22.0969], [5.8754, 7.5813, -21.1079], [4.1916, 5.9502, -22.3842], [3.7992, 6.9769, -23.4656], [5.0418, 7.3759, -24.2692], [6.2597, 6.7616, -23.5072], [7.1606, 2.7981, -20.8719], [5.7006, 2.4415, -19.9829], [6.9260, 3.0198, -19.0083], [6.2255, 5.1911, -19.4717], [4.8878, 4.4028, -20.2764], [6.2735, 4.4016, -22.4111], [7.4924, 5.4586, -21.5673], [5.5521, 7.2485, -20.1218], [5.0897, 8.3098, -21.3094], [6.8347, 8.0753, -21.2570], [3.6921, 6.2252, -21.4558], [4.1701, 4.9050, -22.6913], [3.3364, 7.7853, -22.9000], [3.0962, 6.5269, -24.1662], [5.1456, 8.4585, -24.3422], [4.8916, 7.0643, -25.3025], [7.1443, 7.3975, -23.5228], [6.4517, 5.8394, -24.0557], [8.1816, 3.1974, -16.2278], [14.6165, 7.4279, -18.6117]],
  "e_above_lowest_ev": 0.000,
  "homo_lumo_gap_ev": 6.7,
  "lumo_ev": -11.9,
  "e_homo_ev": -18.65,
  "energy_ev": -126064.71031,
  "charge": 7
}